# 1
Computed, not measured: a structure of composition C7H11P at a distorted geometry, with the ωB97M-V functional and the def2-TZVPD basis.

Cartesian coordinates (Å):
C  1.380  -0.990  1.320
C  1.535  0.308  0.981
C  0.278  -1.462  0.618
C  -0.324  2.121  -0.219
C  -0.231  -2.757  0.519
C  -1.572  2.877  -0.253
C  0.761  0.148  -1.832
P  0.187  0.487  -0.079
H  2.106  -1.640  1.835
H  2.222  1.035  1.511
H  -1.290  -2.990  0.294
H  -0.178  -3.270  1.416
H  0.458  -3.236  -0.275
H  -1.756  3.362  0.681
H  -2.469  2.397  -0.492
H  -1.534  3.776  -0.897
H  1.359  0.993  -2.047
H  0.083  -0.123  -2.537
H  1.452  -0.610  -1.609

Properties
**2S+1**: 1
**Orbital gap (alpha / beta)**: 7.85 / 7.13 eV
**M**: 126.1 g mol⁻¹
**LUMO (alpha / beta)**: 0.0214 / -0.0024 hartree
**Largest force on an atom**: 4.37 eV/Å

Atomic partial charges in e from the Löwdin method, atoms 1 to 6: number 1, C, carries -0.223; number 2, C, carries -0.248; number 3, C, carries -0.291; number 4, C, carries -0.214; number 5, C, carries -0.131; number 6, C, carries -0.246

# 2
Computed, not measured: the ion C7H12 with charge -1 at a distorted geometry, with the ωB97M-V functional and the def2-TZVPD basis.

Cartesian coordinates (Å):
C  -0.397  0.401  -2.586
C  0.467  0.544  -1.313
C  -0.228  0.051  -0.105
C  -0.742  0.778  1.040
C  0.193  1.324  2.096
C  0.787  -2.146  0.650
C  -0.260  -1.313  0.374
H  -1.163  1.176  -2.592
H  0.214  0.437  -3.489
H  -0.897  -0.572  -2.563
H  1.425  0.044  -1.539
H  0.808  1.587  -1.309
H  -1.764  0.686  1.413
H  0.968  1.976  1.700
H  -0.346  1.843  2.895
H  0.718  0.473  2.570
H  1.787  -1.733  0.571
H  0.639  -3.189  0.890
H  -1.262  -1.711  0.610

Properties
**2S+1**: 2
**<S²>**: 0.77
**Orbital gap (alpha / beta)**: 5.20 / 5.46 eV
**Net charge**: -1
**M**: 96.2 g mol⁻¹
**LUMO (alpha / beta)**: 0.1603 / 0.1590 hartree
**Largest force on an atom**: 1.70 eV/Å

Atomic partial charges in e from the Löwdin method, atoms 1 to 6: number 1, C, carries -0.144; number 2, C, carries -0.284; number 3, C, carries -0.372; number 4, C, carries -0.230; number 5, C, carries -0.186; number 6, C, carries -0.091

# 3
Computed, not measured: a cluster of 2 separate species, C7H12 in total at a distorted geometry, with the ωB97M-V functional and the def2-TZVPD basis.

Cartesian coordinates (Å):
C  1.965  1.487  1.504
C  1.792  1.307  0.070
C  0.570  0.344  -0.153
C  0.218  0.018  -1.600
C  -0.963  -0.839  -1.444
C  -1.828  -1.421  -0.835
C  -2.689  -1.961  0.211
H  1.608  2.389  1.989
H  -0.477  -0.209  2.032
H  2.733  0.926  2.029
H  1.564  2.245  -0.454
H  2.662  0.833  -0.404
H  -0.268  0.813  0.365
H  0.792  -0.562  0.415
H  -0.004  0.935  -2.157
H  1.049  -0.493  -2.097
H  -2.261  -1.566  1.152
H  -2.674  -3.054  0.253
H  -3.725  -1.619  0.129

Properties
**2S+1**: 1
**Orbital gap (alpha / beta)**: 9.63 / 7.44 eV
**M**: 96.2 g mol⁻¹
**LUMO (alpha / beta)**: 0.0130 / -0.0243 hartree
**Largest force on an atom**: 1.45 eV/Å

Atomic partial charges in e from the Löwdin method, atoms 1 to 6: number 1, C, carries -0.001; number 2, C, carries -0.289; number 3, C, carries -0.288; number 4, C, carries -0.206; number 5, C, carries -0.060; number 6, C, carries -0.101

# 4
Computed, not measured: an isolated molecule of C7H12, with the ωB97M-V functional and the def2-TZVPD basis.

Cartesian coordinates (Å):
C  -3.272  0.552  -0.146
C  -2.070  -0.119  -0.805
C  -0.743  0.293  -0.172
C  0.446  -0.429  -0.805
C  1.721  -0.164  -0.127
C  2.740  -0.109  0.516
C  3.944  -0.188  1.345
H  -3.323  0.304  0.920
H  -3.214  1.644  -0.229
H  -4.209  0.231  -0.612
H  -2.178  -1.212  -0.741
H  -2.051  0.124  -1.876
H  -0.759  0.073  0.903
H  -0.591  1.374  -0.272
H  0.255  -1.512  -0.743
H  0.513  -0.193  -1.875
H  3.825  0.381  2.272
H  4.833  0.182  0.826
H  4.132  -1.232  1.622

Properties
**2S+1**: 1
**Orbital gap**: 10.41 eV
**M**: 96.2 g mol⁻¹
**SMILES**: CC#CCCCC
**LUMO**: 0.0399 hartree
**Largest force on an atom**: 0.55 eV/Å

Atomic partial charges in e from the Löwdin method, atoms 1 to 6: number 1, C, carries -0.123; number 2, C, carries -0.285; number 3, C, carries -0.240; number 4, C, carries -0.227; number 5, C, carries -0.047; number 6, C, carries -0.088

# 5
Computed, not measured: an isolated molecule of C7H12 at a distorted geometry, with the ωB97M-V functional and the def2-TZVPD basis.

Cartesian coordinates (Å):
C  0.196  -2.125  0.777
C  -0.119  -1.371  -0.520
C  -0.700  -0.013  -0.310
C  -2.006  0.190  -0.325
C  -0.034  1.996  0.919
C  0.224  1.132  -0.045
C  1.521  1.250  -0.822
H  -0.707  -2.523  1.254
H  0.613  -1.506  1.575
H  0.881  -2.947  0.571
H  0.824  -1.296  -1.058
H  -0.725  -2.033  -1.143
H  -2.744  -0.581  -0.517
H  -2.462  1.160  -0.135
H  -0.934  1.944  1.512
H  0.614  2.821  1.230
H  1.976  0.288  -1.025
H  1.364  1.804  -1.741
H  2.220  1.808  -0.196

Properties
**2S+1**: 1
**Orbital gap**: 9.92 eV
**M**: 96.2 g mol⁻¹
**SMILES**: C=C(C)C(=C)CC
**LUMO**: 0.0397 hartree
**Largest force on an atom**: 1.19 eV/Å

Atomic partial charges in e from the Löwdin method, atoms 1 to 6: number 1, C, carries -0.093; number 2, C, carries -0.225; number 3, C, carries -0.302; number 4, C, carries 0.056; number 5, C, carries 0.040; number 6, C, carries -0.321

# 6
Computed, not measured: a structure of composition C7H12 at a distorted geometry, with the ωB97M-V functional and the def2-TZVPD basis.

Cartesian coordinates (Å):
C  -2.271  0.403  0.785
C  -1.417  0.298  -0.490
C  -0.044  -0.277  -0.107
C  0.083  -1.690  0.511
C  0.904  0.186  -1.696
C  1.074  0.492  -0.331
C  2.304  0.536  0.617
H  -3.253  0.745  0.494
H  -1.969  1.310  1.426
H  -2.373  -0.558  1.334
H  -1.859  -0.368  -1.281
H  -1.230  1.256  -0.975
H  -0.655  -2.440  0.351
H  0.673  -1.675  1.400
H  0.948  0.933  -2.515
H  1.116  -0.818  -2.132
H  2.752  1.582  0.721
H  2.035  0.060  1.582
H  3.182  0.024  0.306

Properties
**2S+1**: 1
**Orbital gap**: 5.84 eV
**M**: 96.2 g mol⁻¹
**LUMO**: -0.0467 hartree
**Largest force on an atom**: 8.05 eV/Å

Atomic partial charges in e from the Löwdin method, atoms 1 to 6: number 1, C, carries -0.114; number 2, C, carries -0.232; number 3, C, carries -0.351; number 4, C, carries 0.155; number 5, C, carries -0.044; number 6, C, carries -0.260

# 7
Computed, not measured: a cluster of 2 separate species, C7H12 in total at a distorted geometry, with the ωB97M-V functional and the def2-TZVPD basis.

Cartesian coordinates (Å):
C  0.874  0.105  -2.497
C  -2.016  0.555  -0.438
C  -1.495  0.032  0.671
C  -0.521  -1.111  0.785
C  0.808  -0.649  1.414
C  1.387  0.717  1.210
C  0.861  0.514  2.335
H  0.153  -0.310  -3.210
H  1.259  -0.736  -1.924
H  1.687  0.525  -3.082
H  -2.567  1.492  -0.409
H  -1.922  0.101  -1.422
H  -1.753  0.507  1.620
H  -0.333  -1.571  -0.193
H  -0.935  -1.904  1.426
H  1.495  -1.487  1.610
H  1.917  1.445  0.579
H  0.500  0.878  -1.804
H  0.601  0.897  3.329

Properties
**2S+1**: 1
**Orbital gap**: 10.69 eV
**M**: 96.2 g mol⁻¹
**SMILES**: C=CCC1C=C1.C
**LUMO**: 0.0438 hartree
**Largest force on an atom**: 3.20 eV/Å

Atomic partial charges in e from the Löwdin method, atoms 1 to 6: number 1, C, carries -0.053; number 2, C, carries -0.008; number 3, C, carries -0.198; number 4, C, carries -0.188; number 5, C, carries -0.269; number 6, C, carries -0.037

# 8
Computed, not measured: an isolated molecule of C7H12 at a distorted geometry, with the ωB97M-V functional and the def2-TZVPD basis.

Cartesian coordinates (Å):
C  1.883  1.090  0.197
C  1.437  -0.256  0.678
C  1.902  -0.774  1.819
C  0.552  -1.062  -0.271
C  -0.589  -0.291  -0.857
C  -1.779  -0.212  -0.283
C  -2.951  0.516  -0.855
H  1.939  1.095  -0.897
H  2.910  1.315  0.490
H  1.292  1.976  0.424
H  2.706  -0.217  2.286
H  1.253  -1.420  2.397
H  1.254  -1.444  -1.005
H  0.214  -1.858  0.397
H  -0.342  0.333  -1.710
H  -1.907  -0.893  0.555
H  -2.926  1.608  -0.897
H  -2.935  0.349  -1.942
H  -3.912  0.145  -0.522

Properties
**2S+1**: 1
**Orbital gap**: 9.98 eV
**M**: 96.2 g mol⁻¹
**SMILES**: C=C(C)C/C=C/C
**LUMO**: 0.0405 hartree
**Largest force on an atom**: 1.84 eV/Å

Atomic partial charges in e from the Löwdin method, atoms 1 to 6: number 1, C, carries -0.078; number 2, C, carries -0.370; number 3, C, carries 0.033; number 4, C, carries -0.177; number 5, C, carries -0.137; number 6, C, carries -0.161

Number 7 is which compound? C7H12